C15H12Co2NO6 as an isolated structure, computed with wB97M-V/def2-TZVPD.

Structure (XYZ):
```
36
C15H12Co2NO6, DFT wB97M-V/def2-TZVPD
C -1.876 -0.732 -2.945
C -0.459 -0.355 -3.056
C 0.042 0.949 -3.041
N 1.419 0.881 -3.096
C 1.826 -0.433 -3.135
C 3.246 -0.799 -3.101
C 0.676 -1.224 -3.139
H -2.007 -1.816 -2.952
H -2.323 -0.370 -2.010
H -2.469 -0.321 -3.771
H -0.517 1.880 -2.997
H 2.059 1.678 -3.093
H 3.355 -1.886 -3.100
H 3.782 -0.419 -3.981
H 3.732 -0.407 -2.196
H 0.663 -2.302 -3.180
O 2.359 -2.386 2.403
C 1.375 -1.949 2.834
Co -0.086 -1.161 3.421
C -1.350 -1.980 2.507
O -2.172 -2.509 1.884
C -0.282 -1.277 5.159
O -0.397 -1.341 6.311
C 0.339 0.703 2.844
C 0.273 0.932 1.478
C 0.802 0.882 0.246
Co -1.243 1.411 2.336
C -2.542 0.740 1.289
O -3.473 0.456 0.658
C -1.440 3.125 1.875
O -1.617 4.245 1.648
C -2.139 1.428 3.900
O -2.620 1.390 4.952
H 1.029 1.187 3.549
H 0.343 1.495 -0.525
H 1.691 0.285 0.024
```

Results
- ΔE to the lowest compared entry with this formula, charge and spin (eV) = 0.000
- electronic energy (Ha) = -3850.4773
- LUMO level (hartree) = 0.09797
- net charge = -1
- frontier orbital gap (eV) = 6.7
- HOMO level (eV) = -4.0

=====

One molecule with the formula C17H27NO2, computed with wB97M-V/def2-TZVPD.

Structure (XYZ):
```
47
C17H27NO2, DFT wB97M-V/def2-TZVPD
C -8.899 -0.494 0.384
C -7.427 -0.317 0.735
C -6.556 -0.195 -0.512
C -5.080 -0.013 -0.169
C -4.221 0.127 -1.423
C -2.722 0.203 -1.130
C -2.324 1.471 -0.377
C -0.803 1.619 -0.257
C -0.234 0.516 0.617
O -0.338 0.511 1.824
N 0.352 -0.497 -0.069
C 1.062 -1.562 0.593
C 2.521 -1.625 0.140
O 3.112 -0.381 0.430
C 4.423 -0.178 0.117
C 5.256 -1.119 -0.476
C 6.575 -0.791 -0.753
C 7.072 0.461 -0.447
C 6.240 1.399 0.146
C 4.927 1.086 0.426
H -9.044 -1.393 -0.211
H -9.502 -0.579 1.286
H -9.259 0.357 -0.191
H -7.090 -1.170 1.328
H -7.306 0.579 1.348
H -6.678 -1.091 -1.126
H -6.895 0.658 -1.105
H -4.968 0.875 0.456
H -4.734 -0.872 0.411
H -4.406 -0.733 -2.072
H -4.526 1.022 -1.972
H -2.183 0.172 -2.082
H -2.424 -0.672 -0.548
H -2.724 2.342 -0.901
H -2.744 1.453 0.628
H -0.342 1.612 -1.246
H -0.578 2.570 0.229
H 0.462 -0.421 -1.068
H 1.010 -1.343 1.663
H 0.584 -2.529 0.394
H 2.568 -1.826 -0.942
H 3.033 -2.438 0.672
H 4.897 -2.106 -0.724
H 7.214 -1.530 -1.213
H 8.100 0.707 -0.666
H 6.618 2.380 0.391
H 4.263 1.800 0.888
```

Results
- structure (SMILES) = CCCCCCCCC(=O)NCCOc1ccccc1
- ΔE to the lowest compared entry with this formula, charge and spin (eV) = 0.327
- electronic energy (Ha) = -869.2274
- LUMO level (hartree) = 0.02605
- net charge = 0
- frontier orbital gap (eV) = 9.3
- HOMO level (eV) = -8.6

=====

An isolated ion of composition C4H8NO and charge +1, computed with wB97M-V/def2-TZVPD.

Structure (XYZ):
```
14
C4H8NO, DFT wB97M-V/def2-TZVPD
C 1.824 -0.141 -0.555
N 0.908 -0.053 0.650
C -0.190 -0.932 0.410
C -1.379 -0.322 0.229
C -2.077 0.938 -0.150
O -2.601 -0.401 -0.230
H 1.666 -1.170 -0.916
H 1.433 0.478 -1.297
H 2.888 0.211 -0.456
H 0.779 0.917 0.825
H 1.365 -0.442 1.542
H -0.211 -2.028 0.558
H -2.547 1.661 0.542
H -1.856 1.284 -1.151
```

Results
- structure (SMILES) = C[NH2+]/C=C1\CO1
- ΔE to the lowest compared entry with this formula, charge and spin (eV) = 2.936
- electronic energy (Ha) = -286.8346
- LUMO level (hartree) = -0.13159
- net charge = +1
- frontier orbital gap (eV) = 10.7
- HOMO level (eV) = -14.3

=====

One molecule with the formula C2H2Cl2O2S, computed with wB97M-V/def2-TZVPD.

Structure (XYZ):
```
9
C2H2Cl2O2S, DFT wB97M-V/def2-TZVPD
C 0.835 -0.268 -0.743
C -0.591 0.000 -0.040
O 3.308 -0.038 -0.971
O -0.383 -0.047 1.293
S 2.234 0.127 0.000
Cl -1.207 1.621 -0.553
Cl -1.772 -1.225 -0.583
H 0.781 -0.535 -1.786
H -1.201 0.028 1.804
```

Results
- ΔE to the lowest compared entry with this formula, charge and spin (eV) = 1.311
- electronic energy (Ha) = -1546.4057
- LUMO level (hartree) = -0.02533
- net charge = 0
- frontier orbital gap (eV) = 9.2
- HOMO level (eV) = -9.9

=====

C25H45ClNO2PSn as an isolated structure, computed with wB97M-V/def2-TZVPD.

Structure (XYZ):
```
76
C25H45ClNO2PSn, DFT wB97M-V/def2-TZVPD
Sn -1.426 -0.379 2.007
P 0.681 -0.029 0.349
Cl -1.562 -2.732 2.303
C -2.757 0.113 3.557
H -3.101 -0.760 4.100
H -2.372 0.935 4.154
C 0.448 -1.107 -1.176
C 2.213 -0.576 1.263
C 0.340 -2.589 -0.796
H -0.548 -0.795 -1.546
C -0.055 -3.430 -2.016
H 1.305 -2.942 -0.393
H -0.397 -2.726 0.011
C 0.895 -3.219 -3.200
H -0.076 -4.491 -1.729
H -1.083 -3.155 -2.319
C 1.083 -1.735 -3.533
H 1.869 -3.676 -2.971
H 0.499 -3.742 -4.077
C 1.477 -0.912 -2.296
H 1.852 -1.624 -4.312
H 0.145 -1.326 -3.938
H 2.471 -1.238 -1.956
H 1.576 0.143 -2.584
C 1.014 1.705 -0.257
C 3.382 -1.084 0.412
H 2.531 0.358 1.761
C 4.626 -1.270 1.297
H 3.121 -2.049 -0.049
H 3.631 -0.395 -0.407
C 4.364 -2.186 2.501
H 5.447 -1.679 0.690
H 4.951 -0.285 1.662
C 3.092 -1.827 3.276
H 4.290 -3.224 2.154
H 5.225 -2.138 3.179
C 1.885 -1.612 2.351
H 2.845 -2.617 4.000
H 3.254 -0.902 3.844
H 1.602 -2.568 1.883
H 1.019 -1.309 2.961
C 0.054 2.092 -1.390
H 0.758 2.309 0.633
C 0.233 3.548 -1.842
H 0.196 1.424 -2.252
H -0.981 1.953 -1.061
C 1.691 3.889 -2.171
H -0.403 3.729 -2.720
H -0.125 4.207 -1.038
C 2.663 3.470 -1.056
H 1.973 3.393 -3.110
H 1.780 4.968 -2.343
C 2.476 2.009 -0.622
H 3.700 3.624 -1.389
H 2.503 4.114 -0.180
H 2.800 1.350 -1.443
H 3.136 1.804 0.232
C -3.260 0.467 -0.038
C -3.492 0.516 2.287
H -2.677 1.425 -0.330
C -3.938 1.954 2.262
H -4.245 -0.197 1.997
C -5.309 2.158 1.574
H -4.007 2.320 3.303
H -3.167 2.601 1.810
C -5.247 1.929 0.061
H -6.054 1.475 2.025
H -5.678 3.168 1.798
C -4.737 0.487 -0.282
H -6.225 2.081 -0.435
H -4.564 2.671 -0.400
H -5.280 -0.282 0.309
H -4.931 0.230 -1.343
O -3.710 -2.875 -1.189
N -3.060 -2.288 -1.968
O -2.630 -0.652 0.152
```

Results
- ΔE to the lowest compared entry with this formula, charge and spin (eV) = 0.539
- electronic energy (Ha) = -2200.4695
- LUMO level (spin up / spin down) (hartree) = -0.00167 / 0.01530
- net charge = 0
- frontier orbital gap (spin up / spin down) (eV) = 5.8 / 6.0
- HOMO level (spin up / spin down) (eV) = -5.9 / -5.6

=====

A 4-piece molecular cluster, C17H28O8S overall, computed with wB97M-V/def2-TZVPD.

Structure (XYZ):
```
54
C17H28O8S, DFT wB97M-V/def2-TZVPD
C 2.060 1.151 0.465
C 0.825 1.561 -0.343
C 0.368 2.933 0.133
C -0.724 3.585 -0.700
O -2.071 3.311 -0.263
C -2.399 2.020 -0.261
O -2.344 1.322 -1.159
S -2.939 1.395 1.336
H 2.462 0.252 0.036
H 2.808 1.927 0.458
H 1.807 0.978 1.508
H 0.077 0.806 -0.160
H 1.117 1.599 -1.385
H 0.138 2.926 1.189
H 1.235 3.578 0.037
H -0.610 4.653 -0.606
H -0.583 3.365 -1.753
H -3.540 2.490 1.833
O 2.980 -1.907 -1.104
C 1.846 -2.289 -1.145
C 1.328 -3.552 -1.812
C -0.173 -3.288 -1.882
C -0.395 -2.389 -0.682
O 0.818 -1.630 -0.547
H 1.567 -4.408 -1.178
H 1.776 -3.678 -2.794
H -0.783 -4.188 -1.859
H -0.413 -2.746 -2.797
H -0.555 -2.952 0.241
H -1.229 -1.705 -0.826
O 4.821 1.829 1.789
C 4.707 1.453 2.917
C 5.386 0.257 3.555
C 4.567 0.053 4.827
C 4.087 1.466 5.124
O 3.940 2.094 3.840
H 6.423 0.519 3.773
H 5.349 -0.604 2.894
H 5.124 -0.393 5.649
H 3.712 -0.590 4.612
H 4.813 2.038 5.707
H 3.130 1.484 5.640
O -3.238 -3.070 -3.322
C -4.103 -2.294 -3.035
C -4.564 -1.097 -3.843
C -5.358 -0.295 -2.815
C -5.863 -1.387 -1.885
O -4.844 -2.401 -1.905
H -5.190 -1.450 -4.664
H -3.713 -0.544 -4.231
H -6.157 0.309 -3.242
H -4.685 0.371 -2.272
H -6.799 -1.831 -2.233
H -5.998 -1.038 -0.863
```

Results
- structure (SMILES) = CCCCOC(=O)S.O=C1CCCO1.O=C1CCCO1.O=C1CCCO1
- ΔE to the lowest compared entry with this formula, charge and spin (eV) = 0.000
- electronic energy (Ha) = -1664.6981
- LUMO level (hartree) = 0.01749
- net charge = 0
- frontier orbital gap (eV) = 10.4
- HOMO level (eV) = -9.9

=====

One molecule with the formula C4H4N4, computed with wB97M-V/def2-TZVPD.

Structure (XYZ):
```
12
C4H4N4, DFT wB97M-V/def2-TZVPD
C 0.414 -0.293 -0.093
C 0.319 1.097 0.139
N 1.511 -1.066 -0.236
N 1.024 2.116 0.000
N -1.760 -1.607 -0.125
C -0.976 -0.633 -0.163
C -1.413 0.935 0.133
N -2.343 1.653 0.219
H 1.516 -2.041 0.020
H 2.379 -0.636 -0.515
H 0.677 2.962 0.445
H -1.348 -2.489 0.175
```

Results
- ΔE to the lowest compared entry with this formula, charge and spin (eV) = 4.037
- electronic energy (Ha) = -373.6965
- LUMO level (spin up / spin down) (hartree) = -0.04177 / -0.05865
- net charge = 0
- frontier orbital gap (spin up / spin down) (eV) = 7.2 / 6.8
- HOMO level (spin up / spin down) (eV) = -8.3 / -8.4

=====

An isolated ion of composition C8H13N3 and charge +2, computed with wB97M-V/def2-TZVPD.

Structure (XYZ):
```
24
C8H13N3, DFT wB97M-V/def2-TZVPD
C 2.728 0.495 -0.093
C 1.685 -0.253 -0.012
N 0.729 -1.039 0.061
C 1.229 -2.383 -0.501
C -0.600 -0.873 0.484
C -1.292 -1.837 1.123
N -1.271 0.396 0.241
C -0.687 1.606 0.895
C -0.458 2.579 -0.100
C -0.939 2.090 -1.238
N -1.311 0.698 -1.199
H 3.320 0.428 0.712
H 3.213 0.887 -1.047
H 2.259 -2.294 -0.726
H 1.013 -3.148 0.208
H 0.832 -2.661 -1.555
H -2.321 -1.723 1.440
H -0.762 -2.692 1.534
H -2.062 0.341 0.867
H 0.234 1.245 1.468
H -1.402 1.963 1.658
H -0.134 3.531 0.049
H -1.093 2.574 -2.152
H -2.138 0.527 -1.751
```

Results
- structure (SMILES) = C=C=[N+](C)C(=C)[N@H+]1CC=CN1
- ΔE to the lowest compared entry with this formula, charge and spin (eV) = 3.470
- electronic energy (Ha) = -476.0562
- LUMO level (hartree) = -0.30963
- net charge = +2
- frontier orbital gap (eV) = 8.5
- HOMO level (eV) = -16.9